[1]
Density functional theory data (ωB97M-V/def2-TZVPD) for 7 unconnected molecules or ions with the total composition C21H60O25P6 in a non-equilibrium geometry.

Results
energy above the lowest of the compared OMol25 structures with the same formula, charge and spin	0.0000	eV
SMILES	COP(=O)(OC)OC.COP(=O)(OC)OC.COP(=O)(OC)OC.COP(=O)(OC)OC.COP(=O)(OC)OC.COP(=O)(OC)OC.CC(C)=O
energy	-4765.22155	hartree

ORCA input file:
```
! RIJCOSX wB97M-V def2-TZVPD def2/J DEFGRID3
* xyz 0 1
H 7.758 -0.642 1.467
H -1.271 -0.853 -1.577
H 0.758 1.115 -6.889
O -4.172 -7.401 3.001
H -3.839 -4.824 1.223
C 2.480 1.605 -1.229
H -1.059 -1.722 3.353
H -2.919 6.174 4.706
C 2.915 -1.578 0.562
O 5.706 -3.333 1.334
H 7.066 0.216 2.775
H -4.076 2.546 3.897
H 2.611 -0.834 -4.219
H 2.057 -1.608 -0.104
H 1.696 2.286 -1.575
C -0.309 0.217 2.461
H 3.248 -0.606 1.081
O -0.565 -0.477 -5.795
P -2.605 -6.955 2.875
C 6.431 0.690 -4.249
O -3.241 3.396 -0.098
H 0.290 8.365 2.127
H 2.420 -2.030 -2.654
C -0.985 -7.810 1.057
O 5.386 1.281 -3.471
H -2.484 -3.142 -5.638
P -1.010 -0.993 -4.469
H -4.051 -2.594 -5.354
H -0.374 0.719 -1.302
C -6.652 3.123 -0.070
C -1.227 1.366 2.923
H -3.063 6.660 2.940
O -2.420 -5.342 2.706
H 0.295 1.463 -5.205
H 5.857 -2.240 -2.212
H 6.659 0.833 1.125
C -3.109 2.347 -1.125
O 5.090 0.212 -1.262
C 0.141 7.913 1.131
O -0.921 4.130 1.521
H 6.159 0.117 -5.146
O -2.371 -1.748 -4.347
P -0.601 5.559 2.295
H 7.152 1.536 -4.719
H -0.921 2.284 3.064
H 0.415 -0.780 -2.073
H -0.055 -1.021 4.459
O -5.642 3.958 0.668
H -2.859 1.446 -0.620
C -0.260 -1.073 3.362
O -0.945 0.157 -3.242
H -3.607 4.136 4.647
C 0.444 0.609 -5.928
H 7.027 0.092 -3.580
H -6.803 2.366 0.536
C -3.471 -4.493 2.354
H -0.078 8.531 0.381
H -3.661 -9.441 3.260
C -2.490 6.652 3.788
O 4.250 -1.070 -3.353
H -4.263 -4.263 3.065
H -3.232 -1.821 -6.513
H -6.274 2.858 -1.017
C -0.205 3.722 0.388
C -4.297 3.737 3.753
H -0.438 -6.861 1.397
H -0.429 -8.756 1.646
H -7.646 3.540 -0.408
H 1.991 0.910 -0.650
H -4.453 -8.644 4.656
H -5.396 3.819 3.817
C -4.492 -8.653 3.538
H 0.830 4.027 0.226
O 0.804 5.382 2.551
C 6.805 -2.664 -1.644
H 2.921 -2.506 -4.219
H 0.624 -1.645 3.047
O 5.568 -0.950 1.634
O 4.060 -2.098 -0.067
O -0.810 6.839 1.275
H -2.295 2.629 -1.874
C 3.004 -1.593 -3.560
O 2.952 0.954 -2.420
H -2.089 1.434 2.279
H 7.579 -2.296 -2.304
H 1.381 0.263 -5.451
O 6.782 -2.018 -0.420
O 0.196 0.219 1.392
H 2.690 -2.198 1.238
H -5.362 -8.988 3.414
H 3.232 2.378 -0.922
P -4.262 3.294 1.149
P 4.467 0.345 -2.550
H 6.776 -3.774 -1.078
O -2.359 -7.615 1.390
C -0.527 -0.190 -1.963
O -1.344 5.902 3.664
P 5.540 -2.043 0.611
O -0.047 -2.017 -3.998
H -1.429 1.251 4.013
H -0.476 4.123 -0.559
O -3.757 4.082 2.559
H -1.123 -8.245 0.021
O -1.657 -7.578 3.825
C -3.023 -2.310 -5.499
H -2.408 7.708 4.004
H 0.988 7.364 0.754
H -0.307 2.720 0.188
H -3.074 -3.304 2.286
C 6.778 -0.071 1.812
O -4.512 1.873 1.419
H -4.178 2.240 -1.475
*
```

[2]
Density functional theory data (ωB97M-V/def2-TZVPD) for 9 unconnected molecules or ions with the total composition C21H60O9 in a non-equilibrium geometry.

Results
energy above the lowest of the compared OMol25 structures with the same formula, charge and spin	0.6110	eV
SMILES	CC(C)O.CC(C)O.CC(C)O.CC(C)O.CC(C)O.CC(C)O.CO.CO.CO
energy	-1513.22504	hartree

ORCA input file:
```
! RIJCOSX wB97M-V def2-TZVPD def2/J DEFGRID3
* xyz 0 1
H 1.754 -5.182 1.191
O 5.099 -0.366 -0.897
H 3.091 3.770 -0.163
O 0.059 -3.482 2.127
H 2.899 1.478 1.001
C 6.355 -1.973 0.400
H 1.628 4.123 -4.007
H -2.506 3.740 0.451
H 1.956 3.661 -2.346
H -4.983 -0.024 -3.895
H 0.519 3.207 1.322
C -3.178 -0.709 -4.089
H -2.650 0.194 -3.745
H -3.079 -2.724 3.729
H -1.508 -2.787 4.584
H 4.321 4.937 1.531
C -3.739 0.964 -0.590
C 0.075 2.670 2.166
O -0.549 1.464 1.752
H 5.746 3.884 1.310
C 3.947 3.238 0.276
H 7.176 -1.251 0.397
C -2.076 -0.846 3.855
H -1.352 -1.786 -3.917
H -0.675 3.340 2.609
H 2.957 2.822 2.148
H -5.104 3.731 0.987
H -1.448 -4.576 -0.682
H -1.923 -3.163 0.328
C 3.521 2.293 1.379
C -2.421 -2.217 4.439
H 3.028 -1.718 -0.394
H 4.539 1.583 -0.613
C -4.922 2.664 0.840
H 0.283 2.197 -2.462
H 0.825 -0.898 -0.941
H 6.399 -2.541 1.331
C 0.755 -5.304 0.772
H -2.385 -1.897 -2.519
H -1.367 1.721 1.272
H -3.936 -0.267 2.928
H -3.000 1.101 3.580
C -2.393 -1.906 -3.611
C 0.034 -3.975 0.779
H -0.607 -2.781 2.228
O 4.634 2.536 -0.758
C -3.254 -0.649 -5.606
H 5.108 -0.876 -1.713
H 4.170 -3.040 -0.625
O 0.353 2.717 -3.281
H 0.571 -3.257 0.146
H -4.006 3.008 -1.062
H -3.917 -0.001 4.628
H -1.912 -4.797 1.016
H -2.257 -0.671 -6.054
H 4.850 -0.642 1.116
H 5.193 4.976 0.023
H -4.708 2.218 1.811
O -4.489 -0.755 -3.510
H -0.272 -0.291 -2.166
O -1.499 -1.088 2.568
H 0.173 1.422 -0.024
C -3.821 2.401 -0.170
H 0.843 -5.649 -0.262
H -3.760 -1.542 -5.990
H -3.796 0.219 -5.987
H 0.824 2.520 2.935
C -1.416 -4.128 0.312
H 2.386 2.548 -3.688
O -2.540 2.782 0.366
H -2.900 0.798 -1.272
H -2.771 -2.853 -3.992
H -3.580 0.245 0.222
H -2.955 -2.080 5.378
H -4.640 0.670 -1.125
H 3.558 -2.691 0.991
C 3.878 -2.231 0.055
C 0.034 -0.166 -1.125
C 5.028 -1.253 0.231
H -0.813 -0.440 -0.486
H -5.853 2.230 0.464
C -3.278 0.058 3.740
C 1.656 3.273 -3.323
H 0.219 -6.056 1.348
O 0.421 1.180 -0.929
H -1.171 -0.240 2.212
C 4.868 4.307 0.821
H -1.315 -0.387 4.500
H 6.573 -2.639 -0.441
H 4.418 1.902 1.865
*
```

[3]
Density functional theory data (ωB97M-V/def2-TZVPD) for 8 unconnected molecules or ions with the total composition C21H61N3O8 in a non-equilibrium geometry.

Results
energy above the lowest of the compared OMol25 structures with the same formula, charge and spin	0.5258	eV
SMILES	COC[C@H](C)N.COC[C@H](C)N.COC[C@H](C)N.CCO.CCO.CCO.CCO.CO
energy	-1602.76124	hartree

ORCA input file:
```
! RIJCOSX wB97M-V def2-TZVPD def2/J DEFGRID3
* xyz 0 1
H -1.731 2.699 -1.001
H -3.304 -0.209 -2.548
H 4.458 1.157 -2.192
H -0.791 -6.917 3.075
H 4.605 0.801 2.660
C -0.181 -5.283 1.993
H -2.790 -1.456 -3.775
H 5.387 -1.894 1.483
H 0.513 -5.434 0.075
H 4.696 -0.736 3.543
C 2.779 3.938 1.628
H -2.902 4.856 0.289
H -1.331 -1.695 0.041
H -4.532 5.133 -0.237
O 0.659 0.817 -0.391
H 2.094 3.258 2.103
H -0.098 -6.993 0.817
H 4.540 5.122 1.984
O 0.438 -3.081 1.015
C 0.641 0.673 1.051
O 0.041 -2.242 -2.524
H -3.141 -2.386 -1.440
H -3.440 4.902 -2.288
H -6.226 1.433 0.211
H -4.084 2.842 -3.142
H 2.774 1.809 -2.044
O -1.105 4.700 -1.425
H -1.990 -5.781 2.838
H -0.060 2.696 1.097
H 1.305 0.235 -0.825
H -0.199 -3.309 2.955
C -0.249 -5.927 0.685
C -2.506 -0.901 -2.887
H -2.989 -0.184 0.231
H 1.899 -2.471 -3.241
H -1.067 -0.376 -0.966
H 6.861 0.444 1.666
C -0.328 1.715 1.523
H -4.082 3.451 0.254
H 5.263 3.620 3.609
C -2.214 -1.846 -1.733
H -4.869 -1.316 0.119
H 3.480 -0.577 2.315
H 1.925 -2.313 2.120
C 5.396 -0.797 1.450
H 2.295 -3.879 1.339
O 4.632 3.298 2.937
H -5.143 -0.533 1.657
H 0.699 -3.710 -3.799
O 2.926 -0.222 -1.986
C 3.865 4.457 2.526
C 0.276 4.588 -1.641
H 3.164 3.471 0.731
C 1.060 -3.093 -2.953
H -1.424 -3.538 1.634
H 1.644 0.848 1.433
H -0.200 1.806 2.602
C -1.925 3.539 -1.691
H -5.930 0.364 -1.142
H -1.674 3.205 -2.728
C 4.506 -0.283 2.571
C -6.115 0.384 -0.073
H 5.092 -0.490 0.433
C -1.140 -2.885 -2.100
H 0.620 3.809 -0.943
N -4.366 3.082 -2.185
H -1.546 -3.440 -2.956
H -1.182 -5.742 0.116
H -0.933 -3.629 -1.313
O 6.795 -0.523 1.602
H 3.306 1.170 -3.587
H 0.608 4.330 -2.649
H 0.338 -0.358 1.302
H 2.129 -2.337 0.401
H -7.006 -0.200 0.127
C 3.413 1.025 -2.494
H 0.857 5.457 -1.325
H 2.158 4.780 1.352
C 1.803 -2.929 1.225
C -0.419 -3.758 1.994
O -3.753 0.411 0.471
C -4.925 -0.316 0.600
N -0.992 -5.926 2.978
H -4.369 2.216 -1.631
H -1.350 1.512 1.241
H -1.646 -0.285 -3.131
C -3.745 4.379 -0.202
H 0.881 -5.419 2.278
C -3.393 4.014 -1.632
N -1.758 -1.028 -0.606
H 3.494 -0.953 -2.225
H 1.366 -3.783 -2.159
H 3.463 4.935 3.432
*
```

[4]
Density functional theory data (ωB97M-V/def2-TZVPD) for a molecular structure, C21H61N8O12V in a non-equilibrium geometry.

Results
energy	-3121.83523	hartree

ORCA input file:
```
! RIJCOSX wB97M-V def2-TZVPD def2/J DEFGRID3
* xyz 0 1
C -0.626 -3.407 -5.370
H 1.354 -1.688 -5.375
O 3.720 2.220 3.030
H -1.585 -1.589 -6.027
N -2.892 -5.189 -0.353
N -5.069 -2.238 1.360
C 3.548 -1.690 2.825
H 3.217 2.302 -4.817
C -2.243 -4.098 0.151
C 2.433 3.025 -2.323
H 3.464 3.360 -2.445
H -2.885 2.744 -0.070
C -3.192 1.170 4.095
N 2.784 -1.020 3.734
H 4.826 3.893 2.540
H -3.523 2.214 4.105
H -3.079 -5.171 -1.340
N 0.801 -2.687 -2.086
H -4.995 0.083 0.269
H -0.714 0.948 1.941
H 3.061 -0.982 4.697
N -4.109 -0.281 0.565
C -2.136 4.369 1.086
C 1.976 -3.374 -2.076
H -4.853 4.629 1.322
C -2.486 0.734 5.336
V -0.960 -2.364 2.498
H -1.127 4.200 0.701
H 0.948 1.826 -3.260
C -4.554 3.709 0.813
H -2.279 5.428 1.298
H 6.258 1.992 3.463
C -0.671 0.186 -0.832
H -1.369 -0.599 -3.975
H -2.364 -0.353 5.357
H -5.808 -2.096 0.698
N -1.947 -3.104 -0.714
H 0.459 -2.358 -1.194
H -2.969 -6.038 0.172
C 0.490 -1.178 -5.810
H -4.094 0.614 3.837
H -0.645 -0.481 -1.692
C 4.294 2.834 0.765
C 0.240 0.828 1.425
H -2.541 1.110 3.217
O -3.313 1.114 6.446
O 4.626 -2.204 3.072
H -5.062 -3.020 1.988
H 2.019 -1.321 1.425
O -3.029 -1.605 2.051
C -4.052 -1.337 1.416
H -2.845 0.918 7.262
O 2.262 2.312 -4.688
H -4.587 2.973 1.629
H -1.484 -3.982 -5.037
C 2.036 1.961 -3.322
H -2.164 -3.184 -1.692
H -0.416 -3.687 -6.413
H 1.798 3.903 -2.463
O 0.141 -3.512 2.802
H 1.018 0.669 2.171
C 0.251 -0.218 0.337
H 1.947 -0.533 3.475
H -1.406 -2.324 -0.340
N 2.912 -1.744 1.614
H 1.232 -0.254 -0.171
H 6.014 1.183 1.874
O -0.132 -1.519 0.722
H 3.733 0.668 -3.142
H 0.312 -3.721 -4.899
O -0.603 -1.189 3.515
H -1.484 1.146 5.475
N 2.350 -3.810 -0.840
H 0.433 -0.169 -5.404
H 4.242 1.798 0.394
H -3.456 5.397 -0.879
H 1.827 -3.471 -0.049
H 2.245 2.656 -1.316
H -1.703 0.126 -0.468
H 6.858 2.680 1.920
C 4.706 2.857 2.222
C 6.043 2.138 2.409
H 3.528 1.360 2.640
H 3.215 -4.300 -0.718
H 2.427 0.260 -2.001
H -2.128 3.816 2.033
O -1.115 -1.528 -4.000
O 2.539 -3.736 -3.113
H 2.407 -0.242 -3.660
H 5.064 3.249 0.107
O -1.939 -4.020 1.353
H 0.451 -2.348 -2.965
C -3.176 3.770 0.170
H -5.316 3.403 0.098
H 3.358 -2.254 0.874
H 3.332 3.283 0.530
H 0.471 1.790 0.953
H 0.568 -1.240 -6.892
H -0.454 1.207 -1.159
C -0.784 -1.908 -5.348
C 2.641 0.606 -3.013
H -3.242 0.227 0.546
O -3.273 4.472 -1.068
*
```

[5]
Density functional theory data (ωB97M-V/def2-TZVPD) for 10 unconnected molecules or ions with the total composition C21H62O10 in a non-equilibrium geometry.

Results
energy above the lowest of the compared OMol25 structures with the same formula, charge and spin	0.8185	eV
SMILES	CC(C)O.CC(C)O.CC(C)O.CC(C)O.CC(C)O.CC(C)O.CC(C)O.O.O.O
energy	-1589.65557	hartree

ORCA input file:
```
! RIJCOSX wB97M-V def2-TZVPD def2/J DEFGRID3
* xyz 0 1
O 1.724 -0.366 2.896
H 5.147 2.047 -1.809
C -2.314 -0.316 -1.574
H 2.566 2.060 3.347
C -3.112 -6.369 -3.006
H -3.045 -0.698 -2.280
H 1.351 6.660 0.531
H 5.336 3.839 -1.677
H 1.391 2.226 -2.035
H 2.445 2.312 -3.413
C -4.153 -4.173 -2.734
C -3.285 1.349 1.871
H 4.529 -1.006 2.625
H 3.279 -2.091 3.343
C 3.870 -1.214 3.517
O -1.921 -4.505 -1.879
H 4.231 1.729 3.894
H -2.595 0.611 -1.182
H -0.492 -1.341 1.200
C 2.855 -0.036 3.738
H 2.419 0.326 -0.290
H -0.059 -4.699 2.190
H 1.425 4.456 -0.802
C 0.780 -4.058 0.304
H 0.752 1.000 0.530
C -0.194 5.184 0.073
C -0.732 -1.285 -3.268
H -0.481 5.630 2.207
O 0.085 -0.342 -1.158
C -0.966 5.062 1.386
H -0.152 7.375 -0.259
H -3.659 -3.768 -3.604
C -3.165 -5.181 -2.109
H -3.396 -6.125 -3.988
H -3.478 3.488 1.806
H -3.702 -0.756 1.777
H -0.591 -5.603 0.707
H -1.954 5.466 1.276
C 4.753 3.024 -2.116
C -4.232 0.166 1.899
H 0.899 6.495 -1.250
C 0.233 -5.109 1.219
O 2.863 4.521 -2.056
O 2.513 -0.636 -0.273
H 0.520 -1.188 -1.217
H -0.741 0.792 -2.573
H -5.129 -4.699 -2.929
O -2.346 1.427 2.929
C 2.431 2.105 -2.377
H -4.792 0.126 2.918
H 1.122 -4.547 -0.585
H -4.646 2.839 2.921
C 0.531 6.537 -0.208
C 2.013 -3.388 0.917
O -0.791 -0.638 1.855
H -4.922 0.258 1.084
H -0.532 -2.211 -2.755
O 1.354 1.586 1.030
H 2.632 -4.031 1.564
H 2.643 4.411 -2.969
H -0.285 -0.967 2.641
H -2.079 -6.753 -3.143
H 1.022 2.435 0.662
H 3.255 2.996 -0.632
H -1.650 0.763 2.759
O -0.131 -3.033 -0.025
H -2.831 1.285 0.902
H -2.370 -1.079 -0.741
H 4.902 3.054 -3.164
H 1.643 -2.584 1.523
C -4.171 2.630 1.920
H 2.463 -0.041 4.759
H -1.683 -3.947 -2.643
H 3.653 1.323 2.279
H -0.842 5.023 -0.769
H 2.574 -0.702 0.659
H -4.293 -3.315 -2.038
H -0.958 4.001 1.575
H 1.549 0.366 2.299
H 2.628 1.064 -2.151
C -0.909 -0.222 -2.181
H 0.229 -1.064 -3.814
C 3.288 3.156 -1.717
O 0.904 4.203 0.016
H -1.529 -1.191 -4.003
H 1.019 -5.808 1.390
H -0.862 -3.408 -0.561
H -4.921 2.672 1.071
H 2.609 -2.963 0.046
C 3.379 1.327 3.338
H -3.751 -7.184 -2.682
H 4.604 -1.249 4.313
H -3.569 -5.516 -1.069
*
```